Here is C2H6N2S in the gas phase in a non-equilibrium geometry from the Open Molecules 2025 dataset. Energies are from the ωB97M-V functional and the def2-TZVPD basis.

Structure (XYZ):
```
11
C2H6N2S the ωB97M-V functional and the def2-TZVPD basis
C -2.221 -0.068 0.189
C 0.489 0.716 -0.265
H -2.258 0.950 -0.420
H -2.993 -0.652 -0.290
H -2.151 0.175 1.226
H 0.218 1.735 -0.632
H 3.421 -0.462 0.189
H 2.012 -1.450 0.746
N 1.772 0.508 -0.164
N 2.371 -0.776 -0.117
S -0.659 -0.678 -0.463
```

Calculated values
SMILES string   CS/C=N\N
Orbital gap   9.322 eV
Total energy   -15984.1643 eV
Largest force on an atom   4.73 eV Å⁻¹
E_LUMO   0.78 eV
Energy above the lowest of the compared OMol25 structures with the same formula, charge and spin   60.7 kcal per mole
HOMO level   -8.54 eV